[1]
This record from the Open Molecules 2025 dataset describes a gas-phase ion, C4H7N4O3S (charge +1). The level of theory is ωB97M-V/def2-TZVPD.

Geometry as XYZ:
```
19
Properties=species:S:1:pos:R:3:forces:R:3:nbo_charge:R:1
C -2.5311 0.5590 -0.7055 -1.489 -1.595 2.874 -0.875
S -1.2423 0.6103 0.5532 -1.069 -1.895 0.457 2.232
O -1.0685 1.9443 0.9907 -0.011 1.234 0.308 -0.936
O -1.5060 -0.4472 1.5276 0.736 0.596 -1.186 -0.936
N 0.2277 0.2085 -0.2631 -1.915 3.971 -1.459 -0.606
N 0.8422 -0.7988 0.3061 2.713 0.820 0.503 -0.276
C 2.1599 -0.6121 0.4209 -1.780 -4.648 1.157 0.362
N 2.9684 -1.6188 0.8098 2.179 2.293 0.549 -0.739
C 2.6587 0.6934 0.0875 0.761 0.556 -0.515 0.389
O 3.7866 0.8891 -0.2650 -0.335 0.367 0.261 -0.347
C 1.5813 1.7326 0.1065 -0.319 0.896 -0.348 0.516
N 1.4638 2.9030 0.1868 0.508 -1.953 0.206 -0.428
H -2.5562 -0.5039 -1.0643 0.261 1.469 -0.681 0.276
H -3.5472 0.6620 -0.1434 1.915 -0.159 -0.439 0.288
H -2.4428 1.4834 -1.2099 0.307 0.292 -1.656 0.267
H 0.1499 -1.4449 0.6371 0.392 -1.570 1.103 0.464
H 3.9116 -1.4452 1.1931 -0.843 0.587 -0.690 0.437
H 2.8331 -2.5819 0.8233 -1.394 -1.625 -0.263 0.431
H 0.9287 3.7280 0.3386 -0.617 0.364 -0.180 0.480
```
Positions in Å, forces in eV/Å.

Values from the calculation:
Lowest unoccupied orbital energy (spin up / spin down), eV: -6.1551 / -6.1535
SMILES: C[S@@](=O)([O-])=NNC(=[NH2+])C(=O)C#[NH+]
Total charge: +1
Relative energy (zero: lowest compared OMol25 entry of this formula, charge and spin), kcal per mole: 34.24
HOMO (spin up / spin down), Ha: -0.483 / -0.483
Kohn-Sham gap (spin up / spin down), eV: 6.98 / 6.99



[2]
This record from the Open Molecules 2025 dataset describes C3H2N3PS in the gas phase. The level of theory is ωB97M-V/def2-TZVPD.

Geometry as XYZ:
```
10
Properties=species:S:1:pos:R:3:forces:R:3:nbo_charge:R:1
N 0.4413 -2.9027 1.6133 0.555 -1.240 1.788 -0.263
C 0.1198 -2.3637 0.6703 -0.680 1.415 -1.885 -0.062
P -0.1955 -1.4124 -0.8195 0.273 0.233 0.339 0.962
C 0.8645 -0.0334 -0.4932 -0.019 0.729 0.165 -0.565
C 0.1011 1.0776 -0.2645 2.902 -2.188 -0.644 -0.081
S 0.4868 2.7198 -0.0271 -2.658 0.558 0.431 0.079
N -1.2349 0.7656 -0.1423 -1.915 -0.749 0.149 -0.156
N -1.5122 -0.4428 -0.2423 -1.682 -0.109 0.022 -0.364
H 1.9164 -0.1529 -0.4646 0.830 0.421 -0.239 0.251
H -0.9873 2.7448 0.1699 2.395 0.931 -0.126 0.199
```
Positions in Å, forces in eV/Å.

Values from the calculation:
Lowest unoccupied orbital energy, eV: -1.1816
SMILES: N#Cp1cc(S)nn1
Relative energy (zero: lowest compared OMol25 entry of this formula, charge and spin), kcal per mole: 19.94
HOMO, Ha: -0.345
Kohn-Sham gap, eV: 8.19



What max |F| values result from the calculations? In sequence: 5.11, 3.69 eV/Å.